Here is a gas-phase ion, CH3O2S3 (charge -1) from the Open Molecules 2025 dataset. Energies are from ωB97M-V with the def2-TZVPD basis set.

Values from the calculation:
Highest occupied orbital energy   -3.34 eV
Energy relative to the best compared isomer or geometry (same formula, charge and spin)   250.81 kJ/mol
Net charge   -1
E_tot   -1384.90020 a.u.
Strongest force on any atom   0.037 hartree/bohr

Atoms and positions in Å:
C  -0.6047  -1.3885  0.2286
O  -0.6400  2.3210  -1.0101
O  1.6353  0.5094  1.0961
S  -0.8876  0.5109  -0.3930
S  0.9814  -1.8219  -0.5398
S  1.3114  0.2783  -0.3357
H  -0.2012  -1.0657  1.1921
H  -1.3968  -2.1565  0.0436
H  -0.1978  2.8129  -0.2818

Force components x, y, z for each atom (eV/Å):
0.53 0.37 -0.28
0.92 0.70 0.62
0.43 0.14 -0.08
0.51 -1.00 -0.55
-0.14 0.41 -0.59
-1.05 0.20 0.02
-1.32 -1.19 0.71
0.65 0.76 0.77
-0.53 -0.40 -0.63